{"formula": "C11H16N3", "method": "the ωB97M-V functional and the def2-TZVPD basis", "e_above_lowest_ev": 3.116, "e_tot_ev": -16127.409, "homo_lumo_gap_ev": 9.15, "lumo_ev": -3.481, "charge": 1, "symbols": ["C", "C", "C", "C", "C", "C", "C", "C", "C", "C", "C", "N", "N", "N", "H", "H", "H", "H", "H", "H", "H", "H", "H", "H", "H", "H", "H", "H", "H", "H"], "coordinates": [[4.10126, -0.31784, 0.68409], [4.23323, 1.05756, 0.62156], [2.73422, -0.44807, 0.39246], [-3.16205, 1.93820, 0.73260], [-3.24176, 0.66786, 1.22011], [-2.14682, 2.26137, -0.11812], [-2.41614, -0.28849, 0.69287], [-1.27105, 1.09612, -0.75270], [-0.06774, 1.22425, -1.64168], [-0.84614, -2.59497, 0.39205], [-0.70773, -1.37475, -0.52216], [3.17607, 1.58781, 0.07163], [2.24617, 0.69209, -0.09714], [-1.43885, -0.13917, -0.19638], [4.55925, -1.21643, 1.17340], [5.21898, 1.49453, 0.73147], [2.01727, -1.26493, 0.28520], [-3.77307, 2.62894, 1.08662], [-3.96975, 0.27471, 2.02255], [-1.95049, 3.30687, -0.40155], [-2.40101, -1.28471, 1.04731], [-0.00138, 0.61048, -2.59582], [0.88935, 1.10345, -0.97673], [-0.01634, 2.27002, -1.97462], [-0.32981, -3.52014, -0.09452], [-0.41164, -2.28125, 1.38289], [-1.87594, -2.88623, 0.47092], [-0.91088, -1.50289, -1.58682], [0.43138, -1.26305, -0.51230], [3.21286, 2.59645, -0.23178]], "atomic_forces_ev_per_a": [[-2.1, -1.6, 2.0], [4.5, -1.8, 0.2], [-0.8, 0.2, -2.0], [2.9, -1.6, -1.2], [-1.1, -3.0, 1.0], [2.6, -2.7, -2.7], [-0.6, -0.5, 1.6], [-0.3, 1.6, 1.8], [0.1, 1.3, -0.4], [0.5, -0.4, -0.5], [3.1, -0.3, -1.6], [1.1, 3.0, -0.2], [-1.5, -0.5, 0.5], [-0.7, 1.9, 0.0], [0.5, 1.7, -0.6], [-0.5, 0.8, 0.1], [1.0, -0.2, 0.5], [-2.6, 3.3, 1.5], [1.1, 1.1, -1.5], [0.0, -0.8, -0.2], [-0.8, -0.4, 0.7], [-0.4, 0.3, 1.5], [-1.5, -0.4, -1.0], [-0.1, -0.2, -0.1], [-0.5, 1.9, 1.0], [-0.4, -0.9, -0.8], [-0.4, -0.4, 0.4], [-0.2, -0.7, 0.1], [-1.8, 1.0, -0.2], [-1.0, -1.8, 0.3]], "mulliken_charge": [-0.697, -0.159, -0.322, -0.347, -0.644, -0.728, 0.067, 0.859, -1.249, -1.741, 0.031, -0.332, -0.076, 0.202, 0.311, 0.377, 0.507, 0.578, 0.305, 0.327, 0.303, 0.312, 0.515, 0.433, 0.333, 0.444, 0.629, 0.404, 0.101, 0.256]}

---

{"formula": "C4H10N2O2", "method": "the ωB97M-V functional and the def2-TZVPD basis", "e_above_lowest_ev": 5.477, "e_tot_ev": -11381.425, "homo_lumo_gap_ev": 8.55, "lumo_ev": 0.817, "charge": 0, "symbols": ["C", "C", "C", "C", "N", "O", "O", "N", "H", "H", "H", "H", "H", "H", "H", "H", "H", "H"], "coordinates": [[-0.82630, 0.14096, -0.07995], [0.06705, -0.83421, 0.66648], [-1.55584, 1.12761, 0.79739], [1.18945, -0.66876, -0.31638], [-1.67021, -0.49334, -1.03081], [2.44678, 0.73092, 0.97804], [1.22479, -1.64951, -1.27169], [2.10042, 0.30053, -0.35153], [3.22808, 1.27754, 0.82796], [2.01787, -1.50850, -1.80702], [0.30282, 0.79152, -0.56075], [-1.17016, -1.16398, -1.60120], [-2.14778, 0.16872, -1.62982], [0.37841, -0.45714, 1.63889], [-0.32509, -1.84882, 0.67033], [-0.86131, 1.65130, 1.45188], [-2.27706, 0.59258, 1.41757], [-2.12193, 1.84256, 0.20060]], "atomic_forces_ev_per_a": [[2.6, 3.3, -0.7], [0.9, -0.2, -0.8], [-0.4, -0.4, 0.2], [3.5, -0.6, 1.1], [-0.4, -0.4, -0.2], [-0.9, 0.3, -0.3], [-0.6, 1.4, 0.2], [0.5, -3.3, 0.1], [-0.3, -0.1, -0.2], [0.1, 0.2, 0.0], [-4.9, -0.4, 0.4], [-0.1, 0.1, -0.1], [0.1, 0.0, 0.0], [-0.2, -0.1, 0.0], [0.1, -0.1, 0.3], [0.0, 0.1, -0.1], [-0.1, 0.0, 0.1], [0.1, 0.1, 0.0]], "mulliken_charge": [0.730, -0.861, -1.455, 0.695, -0.725, -0.367, -0.445, -0.698, 0.340, 0.388, 0.126, 0.251, 0.229, 0.325, 0.398, 0.314, 0.369, 0.386]}

---

{"formula": "C3H9NO2", "method": "the ωB97M-V functional and the def2-TZVPD basis", "s2": 0.7545, "e_above_lowest_ev": 2.020, "e_tot_ev": -8831.491, "homo_lumo_gap_ev": [9.53, 4.07], "multiplicity": 2, "lumo_ev": [-4.174, -9.633], "charge": 1, "symbols": ["C", "C", "C", "O", "N", "H", "H", "H", "H", "H", "H", "H", "H", "H", "O"], "coordinates": [[-1.43514, -0.55208, -1.24771], [-0.90716, 0.75026, -0.56055], [0.35598, 0.24198, 0.09963], [1.42329, 0.16107, -0.43889], [-2.14271, -1.38500, -0.29035], [-2.06548, -0.33491, -2.11048], [-0.52333, -1.08443, -1.55816], [-0.61788, 1.47319, -1.31124], [-1.48388, 1.17869, 0.25709], [0.26634, -0.15714, 1.13557], [-2.32294, -2.37760, -0.47623], [-1.67728, -1.29165, 0.61931], [3.02726, 0.99440, 1.57783], [4.23792, 1.61096, 2.30422], [3.86501, 0.77224, 1.99996]], "atomic_forces_ev_per_a": [[-1.5, 1.7, 1.0], [0.7, -1.1, 0.1], [1.2, 0.0, 0.4], [-0.3, 0.2, -0.1], [2.8, -0.4, -0.2], [0.0, -0.3, -0.3], [-0.2, -0.7, -0.4], [-0.2, 0.2, -0.2], [-0.7, 0.0, -0.5], [-0.2, 0.1, 0.1], [-0.7, 0.3, -0.4], [-1.0, 0.1, 0.4], [0.3, 0.1, 0.0], [-0.1, -0.2, -0.1], [-0.1, 0.1, 0.1]], "lowdin_spin": [0.120, 0.007, 0.010, 0.008, 0.724, 0.025, 0.065, 0.000, 0.002, 0.004, 0.018, 0.017, 0.000, 0.000, 0.000]}

---

{"formula": "C33H47F10N3Nb", "method": "the ωB97M-V functional and the def2-TZVPD basis", "e_tot_ev": -68174.071, "homo_lumo_gap_ev": 7.24, "lumo_ev": 1.993, "charge": -1, "symbols": ["C", "C", "C", "C", "C", "C", "C", "C", "C", "C", "C", "C", "Nb", "C", "C", "F", "C", "F", "F", "C", "F", "F", "C", "F", "F", "C", "F", "F", "F", "H", "H", "H", "H", "H", "H", "H", "H", "H", "H", "H", "H", "H", "H", "H", "H", "H", "H", "H", "H", "H", "H", "H", "H", "H", "H", "H", "H", "H", "H", "H", "H", "N", "C", "C", "C", "C", "C", "H", "H", "H", "H", "H", "N", "C", "C", "C", "C", "C", "H", "H", "H", "H", "H", "N", "C", "C", "C", "C", "C", "H", "H", "H", "H", "H"], "coordinates": [[-2.23259, -5.89318, 0.47956], [-2.55523, -5.73048, -1.00176], [-1.32494, -5.76113, -1.89941], [-0.25878, -4.73141, -1.53645], [-0.42250, -3.40519, -2.26537], [0.68424, -2.41892, -1.92056], [0.84142, -1.21815, -2.86180], [-0.44346, -0.68455, -3.47346], [-1.35505, 0.06663, -2.50130], [-0.64262, 1.09422, -1.62805], [-1.54867, 2.23347, -1.14680], [-1.59760, 2.37489, 0.38943], [0.05401, 3.66337, 1.18166], [-1.31662, 4.84937, 2.56445], [-1.43639, 4.40112, 4.01279], [-2.77976, 4.07746, 4.31477], [2.01906, 4.72383, 1.97847], [2.16766, 5.88342, 1.22401], [3.14857, 3.96047, 1.70556], [2.30983, 5.23128, 3.40146], [3.43550, 6.00642, 3.39962], [1.30055, 6.02982, 3.82961], [2.58173, 4.13984, 4.47771], [3.88731, 3.79639, 4.44923], [1.84731, 3.03863, 4.27133], [2.29924, 4.61585, 5.92355], [2.73996, 3.68701, 6.78299], [0.99523, 4.78581, 6.14226], [2.92882, 5.76134, 6.19097], [-3.05698, -6.38179, 0.99269], [-1.35507, -6.51663, 0.63179], [-2.06935, -4.93876, 0.96711], [-3.20946, -6.54797, -1.30024], [-3.12796, -4.81760, -1.14987], [-0.89032, -6.74838, -1.83154], [-1.62560, -5.63049, -2.93660], [0.72086, -5.13217, -1.79305], [-0.26663, -4.53083, -0.46811], [-0.46692, -3.58265, -3.33856], [-1.37835, -2.97115, -1.97191], [0.54865, -2.08066, -0.89531], [1.62173, -2.97526, -1.92275], [1.32756, -0.41773, -2.31397], [1.52611, -1.49433, -3.66219], [-1.00643, -1.49163, -3.93632], [-0.17913, -0.00028, -4.27911], [-2.10499, 0.59127, -3.09247], [-1.90832, -0.64244, -1.88573], [-0.21712, 0.60487, -0.75540], [0.19701, 1.50349, -2.18436], [-2.55800, 2.10112, -1.53552], [-1.18090, 3.16136, -1.57737], [-1.61365, 1.37617, 0.82089], [-2.54057, 2.84855, 0.66363], [-0.01232, 4.83513, -0.25415], [1.19718, 2.72128, 0.08542], [0.41815, 2.24831, 2.30637], [-2.31487, 4.77526, 2.13722], [-1.04217, 5.90416, 2.52127], [-1.16215, 5.19903, 4.69648], [-0.86897, 3.50789, 4.25239], [0.29473, -8.29431, -3.48852], [1.00063, -8.02523, -4.58236], [2.17534, -8.68263, -4.91822], [2.64246, -9.67303, -4.06965], [1.91747, -9.96205, -2.92480], [0.75470, -9.24568, -2.68215], [0.60673, -7.24040, -5.21908], [2.70846, -8.41964, -5.82142], [3.55620, -10.20764, -4.29465], [2.24452, -10.72368, -2.23037], [0.16220, -9.44115, -1.79429], [-3.87905, -2.32468, 1.37293], [-5.17618, -2.20330, 1.10956], [-6.16894, -2.30061, 2.07391], [-5.79270, -2.53910, 3.38578], [-4.44404, -2.66796, 3.67464], [-3.53220, -2.55133, 2.63610], [-5.43271, -2.01532, 0.07256], [-7.20880, -2.18866, 1.79903], [-6.53592, -2.62013, 4.16849], [-4.10045, -2.85232, 4.68317], [-2.46785, -2.64115, 2.82389], [5.24914, 10.00458, -1.74626], [4.97468, 8.79225, -2.22313], [4.36366, 7.79191, -1.48215], [4.01521, 8.05720, -0.16726], [4.29512, 9.31589, 0.34190], [4.90790, 10.24711, -0.48291], [5.26029, 8.61528, -3.25490], [4.16245, 6.82586, -1.92452], [3.53878, 7.30261, 0.44140], [4.04235, 9.57116, 1.36210], [5.13862, 11.24137, -0.11401]], "atomic_forces_ev_per_a": [[-0.2, -0.1, 0.0], [-0.1, -0.1, 0.0], [0.0, 0.2, 0.4], [-0.1, 0.2, -0.5], [-0.1, 0.1, 0.3], [0.1, -0.1, -0.1], [-0.1, -0.3, 0.1], [-0.1, 0.3, 0.2], [-0.1, 0.0, -0.1], [-0.1, -0.1, 0.0], [0.3, 0.2, 0.2], [0.7, -0.3, 0.0], [-3.2, 0.5, -0.1], [0.7, 0.1, 0.2], [-0.2, 0.1, -0.1], [-0.1, 0.0, 0.1], [0.6, -0.7, 0.6], [-0.2, 0.0, -0.2], [0.1, 0.1, -0.1], [0.4, 0.1, 0.0], [-0.1, 0.1, 0.0], [-0.1, 0.0, 0.0], [0.2, 0.1, 0.0], [-0.1, -0.1, -0.1], [-0.1, 0.0, 0.0], [-0.1, 0.0, 0.1], [0.0, 0.0, 0.0], [0.0, -0.1, 0.0], [0.0, 0.0, 0.0], [-0.1, 0.0, 0.1], [0.2, -0.1, 0.0], [0.1, 0.2, 0.1], [-0.1, -0.1, -0.1], [-0.1, 0.2, 0.0], [0.1, -0.3, 0.0], [0.0, 0.0, -0.2], [0.2, -0.1, 0.1], [0.1, -0.1, 0.2], [0.1, -0.1, -0.2], [-0.2, 0.1, -0.1], [-0.1, 0.1, 0.2], [0.2, 0.0, 0.1], [0.2, 0.2, 0.0], [0.0, -0.1, -0.2], [-0.1, -0.1, -0.1], [0.1, 0.1, -0.1], [-0.2, 0.0, -0.1], [-0.1, -0.1, 0.2], [0.2, -0.1, 0.1], [0.2, 0.1, -0.1], [-0.2, -0.1, 0.0], [-0.1, 0.2, -0.2], [-0.1, -0.1, 0.2], [-0.1, 0.3, 0.3], [0.6, -0.4, -0.3], [0.2, 0.3, 0.2], [0.6, 0.0, -0.7], [-0.1, -0.1, -0.3], [-0.1, 0.2, 0.0], [0.1, 0.0, 0.1], [0.1, -0.2, 0.1], [0.0, -0.1, -0.1], [0.0, 0.0, 0.0], [0.0, 0.0, 0.0], [0.0, 0.0, 0.0], [0.0, 0.0, 0.0], [0.0, 0.0, 0.0], [0.0, 0.0, 0.0], [0.0, 0.0, 0.0], [0.0, 0.0, 0.0], [0.0, 0.0, 0.0], [0.0, 0.0, 0.0], [0.0, -0.1, 0.0], [0.0, 0.0, 0.0], [0.0, 0.0, 0.0], [0.0, 0.0, 0.0], [0.0, 0.0, 0.0], [0.1, 0.0, 0.0], [0.0, 0.0, 0.0], [0.0, 0.0, 0.0], [0.0, 0.0, 0.0], [0.0, 0.0, 0.0], [0.0, 0.0, 0.0], [0.0, 0.0, 0.0], [0.0, 0.0, 0.0], [0.0, 0.0, 0.0], [0.0, 0.0, 0.0], [0.0, 0.0, 0.0], [0.0, 0.0, 0.0], [0.0, 0.0, 0.0], [0.0, 0.0, 0.0], [0.0, 0.0, 0.0], [0.0, 0.0, 0.0], [0.0, 0.0, 0.0]], "mulliken_charge": [-1.095, -0.562, -0.402, -0.698, -0.290, -0.627, -0.789, -0.910, -0.538, -0.437, -0.601, -1.111, -0.467, -1.242, 0.236, -0.410, 0.152, -0.313, -0.316, 0.979, -0.343, -0.298, 0.438, -0.297, -0.218, 0.593, -0.267, -0.201, -0.266, 0.371, 0.335, 0.151, 0.406, 0.277, -0.026, 0.401, 0.458, 0.215, 0.312, 0.104, 0.296, 0.451, 0.337, 0.397, 0.332, 0.422, 0.519, -0.015, 0.305, 0.461, 0.452, 0.156, 0.370, 0.457, 0.005, 0.034, 0.053, 0.587, 0.437, 0.146, 0.076, -0.340, -0.141, -0.512, -0.120, -0.546, -0.095, 0.367, 0.347, 0.359, 0.343, 0.349, -0.255, -0.180, -0.499, -0.155, -0.511, -0.249, 0.359, 0.373, 0.354, 0.369, 0.401, -0.588, -0.196, -0.497, -0.067, -0.447, -0.220, 0.341, 0.383, 0.592, 0.359, 0.337]}

---

> charge of number 4 (C33H47F10N3Nb)?

-1

---

> The lowest charge belongs to which entry?

C33H47F10N3Nb